Here is a 2-piece molecular cluster, C4H13NO2 overall from OMol25. Energies are from ωB97M-V/def2-TZVPD.

LUMO: 0.82 eV
HOMO energy: -9.14 eV
Total energy: -365.38264 Ha

```
! RIJCOSX wB97M-V def2-TZVPD def2/J DEFGRID3
* xyz 0 1
C -0.1747 2.0490 -0.7018
N 0.6968 0.8522 -0.6357
C 0.5243 0.0543 0.5667
C 0.4136 0.8134 1.9010
C -0.7597 -0.7923 0.3765
O -0.6927 -1.6951 1.5779
H -0.2081 2.4085 -1.7323
H -1.2140 2.0089 -0.1807
H 0.3695 2.8903 -0.2769
H 1.6681 1.2360 -0.7232
H 1.3361 -0.6568 0.7294
H 0.2147 0.2086 2.7412
H 1.2745 1.3573 2.1373
H -0.3705 1.5966 1.9016
H -0.6994 -1.4761 -0.5314
H -1.6754 -0.1929 0.6150
H -0.0498 -2.3449 1.2331
O -0.0634 -1.3140 -2.6553
H 0.5058 -1.2302 -3.4015
H -0.0022 -0.4438 -2.2968
*
```

Here is a 2-piece molecular cluster, C4H13NO2 overall from OMol25. Energies are from ωB97M-V/def2-TZVPD.

LUMO: 0.82 eV
HOMO energy: -8.66 eV
Total energy: -365.39395 Ha

```
! RIJCOSX wB97M-V def2-TZVPD def2/J DEFGRID3
* xyz 0 1
C -0.8526 2.2161 1.3688
C -0.7534 2.0733 -0.1589
C -0.2850 0.7019 -0.6538
N -0.8122 -0.4450 0.0737
C -0.1368 -1.6590 -0.0467
O -0.9513 -2.7979 -0.2695
H -1.3335 1.3416 1.7750
H 0.1038 2.3399 1.8774
H -1.4562 3.0794 1.6530
H -1.7819 2.1638 -0.5295
H -0.1758 2.8826 -0.5883
H 0.8036 0.6605 -0.6084
H -0.6250 0.6387 -1.6948
H -1.5336 -0.1482 0.6991
H 0.4530 -1.8625 0.8306
H 0.5857 -1.5881 -0.8605
H -1.6433 -2.7651 0.3945
O 3.7821 -2.1261 -1.2196
H 3.6307 -3.0633 -1.0458
H 2.9816 -1.6427 -0.9964
*
```

Here is a 2-piece molecular cluster, C4H13NO2 overall from OMol25. Energies are from ωB97M-V/def2-TZVPD.

LUMO: 0.76 eV
HOMO energy: -8.64 eV
Total energy: -365.41407 Ha

```
! RIJCOSX wB97M-V def2-TZVPD def2/J DEFGRID3
* xyz 0 1
C 0.3707 0.5332 -2.3458
N 0.0654 1.1729 -1.0795
C -0.9639 0.4525 -0.3370
C -0.9744 0.8078 1.1432
C 0.1677 0.2157 1.9482
O 1.4126 0.7650 1.5033
H 0.9858 1.1867 -2.9663
H -0.5510 0.3407 -2.8979
H 0.9068 -0.4256 -2.2444
H 0.8990 1.2159 -0.5103
H -0.8622 -0.6406 -0.4217
H -1.9315 0.7075 -0.7742
H -1.9044 0.4437 1.5920
H -0.9704 1.8932 1.2525
H 0.0193 0.4419 3.0108
H 0.1906 -0.8705 1.8384
H 2.0842 0.5763 2.1739
O 0.3937 -3.0392 0.0880
H 0.7114 -2.2470 -0.3611
H -0.0495 -3.5300 -0.6122
*
```

Here is a 3-piece molecular cluster, C4H13NO2 overall from OMol25. Energies are from ωB97M-V/def2-TZVPD.

LUMO: 0.78 eV
HOMO energy: -8.06 eV
Total energy: -365.39938 Ha

```
! RIJCOSX wB97M-V def2-TZVPD def2/J DEFGRID3
* xyz 0 1
C 2.5995 -0.5228 0.2408
C 1.9157 0.8156 0.4994
C 0.4350 0.8096 0.4345
C -0.2008 0.9632 -0.7477
N -1.5888 0.8377 -1.0127
H 2.4486 -1.2889 1.0071
H 3.6770 -0.2815 0.2609
H 2.3701 -0.9337 -0.7689
H 2.3475 1.1901 1.4553
H 2.3432 1.4790 -0.2968
H -0.1519 1.0009 1.3280
H 0.3794 0.7992 -1.6567
H -1.8081 1.3568 -1.8575
H -2.2105 1.0403 -0.2494
O -1.9997 -2.2931 -0.7429
H -2.2411 -1.8364 -1.5591
H -1.2754 -1.7222 -0.4606
O -2.1955 -0.1130 1.3340
H -2.9879 -0.3577 1.8194
H -1.8565 -0.9430 0.9728
*
```

Here is a 3-piece molecular cluster, C4H13NO2 overall from OMol25. Energies are from ωB97M-V/def2-TZVPD.

LUMO: 0.53 eV
HOMO energy: -9.18 eV
Total energy: -365.36281 Ha

```
! RIJCOSX wB97M-V def2-TZVPD def2/J DEFGRID3
* xyz 0 1
C -1.5491 0.6786 1.3343
C -0.3814 -0.0163 1.4381
C 0.7934 0.1107 0.4621
C 1.1491 -1.2801 -0.0809
N 2.1502 -1.3006 -1.0715
H -1.6108 1.5625 0.4960
H -2.4773 0.3910 1.9347
H -0.3078 -0.6921 2.2389
H 0.5492 0.7652 -0.3542
H 1.6923 0.5956 1.0257
H 0.2639 -1.7106 -0.4655
H 1.5017 -1.9490 0.8199
H 2.9838 -1.3813 -0.5046
H 2.1567 -0.3569 -1.4869
O -2.1025 -1.7708 0.0454
H -1.8418 -0.9282 0.4814
H -2.9286 -1.6063 -0.3854
O 0.1336 3.0580 -1.4987
H 0.1887 3.2954 -2.4517
H 0.4582 3.8637 -1.1439
*
```

Here is a 2-piece molecular cluster, C4H13NO2 overall from OMol25. Energies are from ωB97M-V/def2-TZVPD.

LUMO: 0.66 eV
HOMO energy: -9.77 eV
Total energy: -365.38107 Ha

```
! RIJCOSX wB97M-V def2-TZVPD def2/J DEFGRID3
* xyz 0 1
C 0.5300 -0.2780 1.6393
C 0.0424 -0.8385 0.2745
O 0.9370 -0.2259 -0.7915
C -1.4279 -0.4679 0.0349
C -1.6921 0.9838 -0.1521
N -1.9131 -1.2015 -1.3147
H 1.3354 -0.8766 2.0645
H -0.1301 -0.3394 2.5251
H 0.9600 0.7685 1.5410
H 0.1778 -1.8781 0.3667
H 0.3773 0.0029 -1.5916
H -2.0734 -0.8907 0.8713
H -0.9286 1.5281 -0.9624
H -1.3728 1.6605 0.6755
H -2.7120 1.1575 -0.5333
H -2.2868 -0.4653 -1.8607
H -1.0404 -1.6425 -1.7070
O 3.9577 1.0854 -0.0012
H 3.0207 1.2605 -0.2641
H 4.2388 0.6574 -0.8140
*
```